Entry 1:
The following is a DFT calculation (ωB97M-V/def2-TZVPD) of a 2-piece molecular cluster, C4H11NO2 overall in a non-equilibrium geometry.

Last column: natural (NBO) charge in e.
Positions of all 18 atoms, in Å:
C  -1.739  -0.627  -1.439  -0.7490
C  -1.825  -1.736  -0.425  0.7879
O  -2.056  -2.882  -0.667  -0.5646
O  -1.452  -1.398  0.849  -0.7009
H  -1.004  -0.897  -2.198  0.2476
H  -1.433  0.303  -0.967  0.2211
H  -2.675  -0.614  -1.998  0.2518
H  -1.092  -0.497  0.875  0.4944
C  1.498  0.296  -0.429  -0.6228
C  1.653  1.249  0.759  -0.2192
N  0.445  1.165  1.610  -0.8657
H  0.609  -0.309  -0.381  0.2038
H  2.360  -0.365  -0.506  0.2134
H  1.525  0.861  -1.361  0.2120
H  2.501  0.890  1.351  0.1700
H  1.836  2.283  0.491  0.1950
H  0.469  0.328  2.186  0.3587
H  0.381  1.948  2.248  0.3666

Output
2S+1	1
DFT total energy	-9911.501	eV
LUMO energy	0.8	eV
HOMO-LUMO gap	10.74	eV
ΔE to the lowest compared entry with this formula, charge and spin	17.1	kcal per mole
maximum force	0.03058	hartree/bohr

***

Entry 2:
The following is a DFT calculation (ωB97M-V/def2-TZVPD) of a 2-piece molecular cluster, C11H15N overall in a non-equilibrium geometry.

Last column: natural (NBO) charge in e.
Positions of all 27 atoms, in Å:
C  1.113  -2.525  -1.414  -0.6349
C  1.256  -1.463  -0.358  -0.0748
C  2.369  -0.751  -0.074  -0.0361
N  2.194  -0.057  1.110  -0.5293
C  0.885  -0.173  1.508  0.1509
C  0.189  0.403  2.554  -0.2531
C  -1.123  0.021  2.757  -0.2039
C  -1.806  -0.722  1.792  -0.2485
C  -1.111  -1.294  0.748  -0.1817
C  0.265  -1.115  0.619  -0.1029
H  1.595  -3.381  -0.944  0.2200
H  1.611  -2.484  -2.382  0.2241
H  0.060  -2.727  -1.601  0.2151
H  3.335  -0.779  -0.543  0.2091
H  2.759  0.742  1.343  0.4033
H  0.629  1.170  3.181  0.2135
H  -1.695  0.313  3.623  0.2121
H  -2.804  -1.080  1.996  0.2130
H  -1.598  -1.803  -0.056  0.2055
C  -0.760  2.305  -1.015  -0.6224
C  -1.291  2.134  -2.429  -0.6210
H  0.216  2.804  -0.988  0.1978
H  -1.401  3.029  -0.506  0.2055
H  -0.606  1.415  -0.409  0.2218
H  -1.716  1.136  -2.599  0.2043
H  -0.479  2.083  -3.158  0.2039
H  -2.085  2.799  -2.754  0.2087

Output
2S+1	1
DFT total energy	-13140.031	eV
LUMO energy	0.9	eV
HOMO-LUMO gap	8.74	eV
ΔE to the lowest compared entry with this formula, charge and spin	17.5	kcal per mole
maximum force	0.03752	hartree/bohr